1.
{"formula": "C36H64N5NaO3Si4Te", "method": "ωB97M-V/def2-TZVPD", "species": ["Na", "C", "N", "C", "C", "C", "N", "C", "C", "C", "C", "C", "C", "C", "O", "C", "C", "C", "N", "C", "C", "C", "C", "C", "C", "C", "O", "H", "H", "H", "H", "H", "H", "H", "H", "H", "H", "H", "H", "H", "H", "H", "H", "H", "H", "H", "H", "H", "H", "H", "H", "H", "C", "N", "C", "C", "C", "N", "C", "C", "O", "H", "H", "H", "H", "H", "H", "H", "H", "H", "H", "H", "H", "C", "Si", "C", "C", "Si", "Te", "Si", "C", "C", "C", "Si", "C", "C", "C", "H", "H", "H", "H", "H", "H", "H", "H", "H", "H", "H", "H", "H", "H", "H", "H", "H", "H", "H", "H", "H", "H", "H", "H", "H", "H", "H"], "xyz": [[1.161581, 0.223666, -1.062316], [1.445268, 0.349926, 2.001439], [1.338614, -1.067258, 1.657089], [0.312466, -1.749735, 2.433691], [-0.668925, -2.587920, 1.617330], [-1.527168, -1.760734, 0.653099], [-0.955665, -1.684517, -0.676639], [-1.697629, -2.070560, -1.634265], [-1.419641, -2.034764, -3.059691], [-2.361310, -2.626416, -3.912186], [-2.232182, -2.628117, -5.286234], [-1.109241, -1.989986, -5.842373], [-0.170268, -1.384739, -5.046424], [-0.261424, -1.368809, -3.608724], [0.616050, -0.807107, -2.901208], [2.633879, -1.726503, 1.714997], [2.801131, -2.913336, 0.760584], [2.537207, -2.532197, -0.698622], [3.096770, -1.235818, -0.964884], [3.656699, -0.972166, -2.071835], [4.217507, 0.327991, -2.419638], [5.174104, 0.361488, -3.437574], [5.827684, 1.517226, -3.820426], [5.490614, 2.707838, -3.159867], [4.527881, 2.724733, -2.179016], [3.811524, 1.550113, -1.761244], [2.883029, 1.625485, -0.897392], [1.769914, 0.505127, 3.045637], [0.475583, 0.836559, 1.868909], [2.161243, 0.835723, 1.333175], [-0.278035, -1.000777, 2.970374], [0.780344, -2.389124, 3.200696], [-1.332008, -3.091932, 2.329651], [-0.146118, -3.367626, 1.055695], [-1.623667, -0.741949, 1.045146], [-2.544982, -2.181852, 0.614079], [-2.703581, -2.466052, -1.394448], [-3.229715, -3.099853, -3.458514], [-2.977503, -3.097445, -5.916697], [-0.986365, -1.970415, -6.921354], [0.689520, -0.885423, -5.479607], [2.852701, -2.067465, 2.743896], [3.389066, -0.989507, 1.443837], [2.153515, -3.748285, 1.048582], [3.836416, -3.259428, 0.869400], [1.457513, -2.456568, -0.864741], [2.920045, -3.311309, -1.378936], [3.768862, -1.747610, -2.849325], [5.415260, -0.574701, -3.936044], [6.571438, 1.504894, -4.607616], [5.987653, 3.633371, -3.434946], [4.253147, 3.652475, -1.687654], [0.437751, 3.890641, 0.504969], [-0.762316, 3.877004, -0.319842], [-1.723578, 4.937233, -0.087473], [-2.706615, 4.992157, -1.239272], [-3.371781, 3.634966, -1.376269], [-2.388015, 2.572118, -1.399090], [-2.890055, 1.267853, -1.789466], [-1.175540, 2.646905, -0.767466], [-0.459239, 1.658459, -0.638416], [0.215437, 3.569622, 1.530205], [0.822637, 4.911359, 0.526563], [1.191421, 3.228452, 0.082676], [-1.172651, 5.876224, -0.005568], [-2.261627, 4.766177, 0.854958], [-2.173569, 5.237970, -2.161539], [-3.461513, 5.759942, -1.060648], [-3.940357, 3.587432, -2.309677], [-4.071096, 3.468950, -0.546263], [-3.205451, 1.286220, -2.836765], [-3.741477, 0.984606, -1.160125], [-2.100099, 0.533418, -1.671708], [-2.774236, -1.054930, 5.655436], [-2.593070, 0.799849, 5.970841], [-3.127179, 1.122718, 7.768338], [-0.758579, 1.215197, 5.849838], [-3.835264, 2.024216, 4.421243], [-2.805864, 1.893722, 2.216766], [-6.005750, 1.178478, 4.376391], [-7.139060, 2.359653, 3.428041], [-6.788658, 0.906036, 6.085589], [-6.048909, -0.481308, 3.480751], [-3.928626, 4.226438, 5.180663], [-2.226082, 4.825200, 5.745271], [-4.489857, 5.380261, 3.795585], [-5.115914, 4.490618, 6.639780], [-2.071625, -1.637861, 6.258069], [-2.576830, -1.267097, 4.599898], [-3.787019, -1.398792, 5.887989], [-2.676532, 0.404875, 8.460233], [-4.214929, 1.054586, 7.871968], [-2.824081, 2.125477, 8.085564], [-0.185073, 0.792016, 6.679850], [-0.600592, 2.297425, 5.840994], [-0.352220, 0.823638, 4.913996], [-7.272961, 3.299709, 3.973310], [-8.128221, 1.928566, 3.247947], [-6.685894, 2.593065, 2.459658], [-6.760226, 1.817908, 6.690038], [-6.249915, 0.124613, 6.630830], [-7.833300, 0.591395, 5.999021], [-5.517625, -0.392543, 2.528457], [-7.071943, -0.813685, 3.280237], [-5.546964, -1.255937, 4.068269], [-1.493300, 4.658310, 4.949881], [-1.890533, 4.280199, 6.633027], [-2.230479, 5.892712, 5.984575], [-3.865666, 5.206240, 2.914154], [-4.413917, 6.435053, 4.076844], [-5.526797, 5.174212, 3.513405], [-4.840593, 3.855388, 7.487750], [-6.142997, 4.242403, 6.353698], [-5.106174, 5.530889, 6.980184]], "forces_ev_per_angstrom": [[-0.3, -0.2, 0.2], [0.0, -0.1, -0.1], [0.1, 0.2, 0.0], [-0.1, -0.1, 0.0], [0.0, 0.1, 0.0], [0.0, 0.0, 0.0], [0.1, 0.1, 0.0], [-0.1, -0.1, 0.1], [0.0, 0.0, -0.2], [0.1, 0.0, 0.1], [0.0, 0.0, -0.1], [0.0, 0.0, 0.1], [0.0, 0.0, 0.0], [0.0, -0.1, 0.0], [0.0, 0.0, -0.3], [0.0, 0.0, -0.1], [0.0, 0.1, 0.0], [-0.1, -0.1, -0.1], [0.1, 0.2, -0.1], [0.0, -0.2, 0.1], [0.0, 0.2, -0.1], [-0.1, 0.0, 0.0], [0.0, 0.1, 0.0], [-0.1, -0.1, 0.0], [0.0, 0.0, 0.0], [0.0, 0.1, 0.1], [0.3, 0.1, -0.1], [0.0, 0.0, 0.0], [0.0, 0.0, 0.0], [0.0, 0.0, 0.0], [0.0, 0.0, 0.0], [0.0, 0.0, 0.0], [0.0, 0.0, 0.0], [0.0, 0.0, 0.0], [0.0, 0.0, 0.0], [0.0, 0.0, 0.0], [0.0, 0.0, 0.0], [0.0, 0.0, 0.0], [0.0, 0.0, 0.0], [0.0, 0.0, 0.0], [0.0, 0.0, 0.0], [0.0, 0.0, 0.0], [0.0, 0.0, 0.0], [0.0, 0.0, 0.0], [0.0, 0.0, 0.0], [0.0, 0.0, 0.0], [0.0, 0.0, 0.0], [0.0, -0.1, 0.1], [0.0, 0.0, 0.0], [0.0, 0.0, 0.0], [0.0, 0.0, 0.0], [0.0, 0.0, 0.0], [-0.1, -0.1, 0.0], [0.1, 0.1, 0.0], [0.0, 0.0, 0.0], [0.0, -0.1, 0.0], [0.1, 0.0, 0.0], [-0.1, 0.0, -0.1], [0.0, 0.0, 0.0], [0.0, -0.1, 0.1], [-0.1, 0.1, 0.0], [0.0, 0.0, 0.0], [0.0, 0.0, 0.0], [0.0, 0.0, 0.0], [0.0, 0.0, 0.0], [0.0, 0.0, 0.0], [0.0, 0.0, 0.0], [0.0, 0.0, 0.0], [0.0, 0.0, 0.0], [0.0, 0.0, 0.0], [0.0, 0.0, 0.0], [0.0, 0.0, 0.0], [0.0, 0.0, 0.0], [-0.1, 0.0, -0.1], [0.1, -0.1, 0.2], [-0.1, 0.1, -0.1], [0.0, 0.1, -0.1], [0.0, 0.0, 0.1], [0.0, 0.0, 0.0], [-0.3, -0.1, -0.1], [0.1, 0.1, 0.0], [0.1, 0.0, 0.0], [0.1, 0.0, 0.0], [0.0, 0.3, 0.1], [0.0, -0.1, 0.0], [0.0, -0.1, -0.1], [0.0, -0.1, 0.0], [0.0, 0.0, 0.0], [0.0, 0.0, 0.0], [0.0, 0.0, 0.0], [0.0, 0.0, 0.0], [0.1, 0.0, 0.0], [0.0, 0.0, 0.0], [0.0, 0.0, 0.0], [0.0, -0.1, 0.0], [0.0, 0.0, 0.0], [0.0, 0.0, 0.0], [0.0, 0.0, 0.0], [0.0, 0.0, 0.0], [0.0, -0.1, 0.0], [0.0, 0.0, 0.0], [0.0, 0.0, 0.0], [0.0, 0.0, 0.0], [0.0, 0.0, 0.0], [0.0, 0.0, 0.0], [0.0, 0.0, 0.0], [0.0, 0.0, 0.0], [0.0, 0.0, 0.0], [0.0, 0.0, 0.0], [0.0, 0.0, 0.1], [0.0, 0.0, 0.0], [0.0, 0.0, 0.0], [0.0, 0.0, 0.0], [0.0, 0.0, 0.0]], "lowdin_charge": [0.239, -0.076, -0.186, -0.208, -0.162, -0.230, 0.056, -0.147, -0.152, -0.098, -0.159, -0.142, -0.037, -0.390, -0.073, -0.227, -0.169, -0.226, 0.029, -0.121, -0.139, -0.094, -0.158, -0.144, -0.042, -0.385, -0.100, 0.087, 0.054, 0.074, 0.097, 0.110, 0.100, 0.097, 0.046, 0.100, 0.110, 0.093, 0.069, 0.082, 0.097, 0.107, 0.108, 0.094, 0.101, 0.093, 0.111, 0.122, 0.094, 0.069, 0.081, 0.094, -0.035, -0.083, -0.193, -0.160, -0.190, -0.085, -0.033, -0.527, -0.006, 0.076, 0.081, 0.072, 0.114, 0.075, 0.115, 0.108, 0.116, 0.098, 0.092, 0.083, 0.066, -0.223, 0.314, -0.229, -0.218, -0.161, 0.372, 0.308, -0.232, -0.230, -0.229, 0.313, -0.231, -0.229, -0.230, 0.022, 0.018, 0.011, 0.017, 0.005, 0.011, 0.025, 0.010, 0.007, 0.009, 0.018, 0.022, 0.006, 0.011, 0.017, 0.010, 0.020, 0.012, 0.026, 0.010, 0.019, -0.002, 0.020, 0.013, 0.011, 0.008, 0.017], "total_charge": -2, "orbital_gap_ev": 5.8}

2.
{"formula": "C5H10N2", "method": "ωB97M-V/def2-TZVPD", "species": ["C", "C", "N", "C", "C", "C", "N", "H", "H", "H", "H", "H", "H", "H", "H", "H", "H"], "xyz": [[0.621867, 2.407053, -0.790003], [-0.670954, 1.686044, -0.769893], [-0.752833, 0.567739, -0.061662], [0.156515, 0.022931, 0.762067], [0.101882, -1.394908, 1.154764], [-0.550813, -2.405124, 0.281460], [0.898126, -2.387319, 0.399012], [1.429009, 1.672498, -0.963922], [0.871897, 2.903015, 0.163202], [0.657543, 3.157907, -1.585027], [-1.542183, 1.982532, -1.333815], [-1.604197, 0.024534, -0.176069], [1.002331, 0.637482, 1.038971], [0.117278, -1.617661, 2.221170], [-1.034763, -3.273858, 0.724132], [-0.993640, -2.077700, -0.657604], [1.292936, -1.905165, -0.406781]], "forces_ev_per_angstrom": [[0.1, 0.1, 0.0], [-0.1, 0.0, 0.0], [0.1, -0.1, -0.1], [0.1, 0.1, 0.0], [-0.2, 0.0, 0.2], [-0.3, -0.1, 0.0], [0.3, 0.0, -0.1], [0.0, 0.1, 0.0], [-0.1, -0.1, -0.2], [-0.1, -0.1, 0.2], [0.1, -0.1, 0.1], [0.1, 0.1, 0.0], [-0.1, -0.1, -0.1], [0.0, 0.1, -0.1], [0.1, 0.2, -0.1], [0.0, 0.0, 0.1], [0.0, -0.1, 0.1]], "lowdin_charge": [-0.124, -0.202, -0.036, -0.118, -0.323, -0.175, 0.008, 0.076, 0.077, 0.071, 0.094, 0.155, 0.094, 0.122, 0.097, 0.096, 0.088], "total_charge": 0, "orbital_gap_ev": 7.5, "relative_energy_kj_mol": 296.8}

no.,molar mass (g/mol),calculated total energy (Ha)
1,877.87,-3498.2360
2,98.15,-305.9108